Entry 1:
{"formula": "C3H4BrN", "method": "ωB97M-V/def2-TZVPD", "species": ["C", "C", "C", "N", "Br", "H", "H", "H", "H"], "xyz": [[1.181432, -0.094527, 1.132476], [0.891620, 0.173543, -0.235842], [-1.035013, -0.245785, -0.492428], [1.410898, -0.406606, 2.216944], [-2.114073, 0.712823, 0.722018], [0.720346, 1.175251, -0.582705], [1.336283, -0.423867, -0.993504], [-1.398796, -1.195481, -0.381738], [-0.992697, 0.304649, -1.385222]], "atomic_forces_ev_per_a": [[0.55, -0.18, 0.31], [-4.75, -0.91, -0.23], [3.94, 3.07, 1.29], [-0.12, 0.22, -0.24], [-0.13, 0.60, 0.56], [0.59, 0.58, 0.47], [0.67, -0.60, -0.21], [0.03, -2.58, -0.51], [-0.79, -0.19, -1.45]], "nbo_charge": [0.24, -0.48, -0.41, -0.30, 0.04, 0.24, 0.24, 0.21, 0.20], "total_charge": 0, "de_lowest_kcal_mol": 38.45, "e_tot_ev": -74706.15925, "spin_multiplicity": 1}

Entry 2:
{"formula": "C3H4BrNO", "method": "ωB97M-V/def2-TZVPD", "species": ["O", "C", "C", "C", "N", "Br", "H", "H", "H", "H"], "xyz": [[1.237995, 0.847102, 1.820638], [1.121750, 0.089924, 0.926803], [0.118971, 0.203923, -0.153415], [-0.978499, 0.984071, 0.456702], [-0.632591, 2.208181, 0.609156], [-1.678405, 3.385081, 1.650442], [1.932025, -0.596837, 0.754536], [-0.060351, -0.772418, -0.552391], [0.347809, 0.964315, -0.981180], [-1.893487, 0.737680, 0.996360]], "atomic_forces_ev_per_a": [[-0.07, 0.96, 2.16], [1.99, 0.17, -1.40], [-1.23, 1.33, -1.30], [-1.51, 2.45, 1.63], [0.10, 0.08, -0.79], [-0.04, -0.68, -0.28], [0.41, -1.22, -0.17], [-0.58, -0.43, -0.41], [0.86, -1.51, 0.94], [0.07, -1.16, -0.38]], "nbo_charge": [-0.47, 0.43, -0.59, 0.07, -0.45, 0.16, 0.12, 0.24, 0.29, 0.20], "total_charge": 0, "de_lowest_kcal_mol": 51.52, "e_tot_ev": -76753.28566, "spin_multiplicity": 1}

Entry 3:
{"formula": "C3H4BrNO2", "method": "ωB97M-V/def2-TZVPD", "species": ["O", "N", "C", "Br", "C", "C", "O", "H", "H", "H", "H"], "xyz": [[-1.326824, -2.916886, 1.581111], [-1.657851, -2.073136, 2.360500], [-1.989130, -1.159274, 2.983620], [-2.071244, -0.106712, 4.407842], [1.413485, -1.255549, -0.825148], [0.760995, -0.941631, 0.458734], [0.193881, 0.129786, 0.625423], [2.522773, -1.203013, -0.702166], [1.196808, -2.245068, -1.086369], [1.241123, -0.645189, -1.824695], [0.950017, -1.756718, 1.236644]], "atomic_forces_ev_per_a": [[0.09, -0.73, -0.39], [-0.05, 0.65, -0.10], [0.07, -0.41, -0.03], [-0.13, 0.49, 0.48], [1.51, 1.52, -2.68], [-0.18, 1.82, -0.09], [0.35, -1.76, 0.75], [-0.66, -0.17, 0.23], [-0.20, -1.79, -0.34], [-0.25, -0.67, 2.55], [-0.56, 1.04, -0.38]], "nbo_charge": [-0.41, 0.19, 0.00, 0.23, -0.73, 0.43, -0.53, 0.24, 0.23, 0.23, 0.12], "total_charge": 0, "de_lowest_kcal_mol": 84.49, "e_tot_ev": -78799.05890, "spin_multiplicity": 1}

Entry 4:
{"formula": "C3H4BrNO2", "method": "ωB97M-V/def2-TZVPD", "species": ["O", "N", "C", "Br", "C", "C", "O", "H", "H", "H", "H"], "xyz": [[-1.659367, -1.799436, -0.132062], [-2.211548, -0.762593, -0.196357], [-2.457100, 0.367977, -0.349189], [-3.550401, 1.803265, -0.259454], [1.834788, 0.128399, -0.316105], [0.870633, -0.055988, 0.769442], [0.010447, 0.750916, 0.946780], [2.728402, 0.695145, -0.086349], [2.132850, -0.780431, -0.612587], [1.382505, 0.650068, -1.102207], [0.918790, -0.997322, 1.338091]], "atomic_forces_ev_per_a": [[0.66, -2.21, 0.31], [-0.06, 2.59, -0.53], [-0.83, -0.26, 0.18], [0.19, -0.12, -0.01], [0.41, 1.94, 0.97], [0.10, -0.05, -0.03], [-1.11, 0.68, 0.87], [0.17, 0.14, 0.62], [1.31, -3.43, -1.44], [-0.85, 0.73, -1.22], [0.01, -0.02, 0.28]], "nbo_charge": [-0.40, 0.19, 0.01, 0.21, -0.72, 0.45, -0.54, 0.24, 0.22, 0.23, 0.11], "total_charge": 0, "de_lowest_kcal_mol": 84.00, "e_tot_ev": -78799.08003, "spin_multiplicity": 1}

Entry 5:
{"formula": "C3H4BrNO3", "method": "ωB97M-V/def2-TZVPD", "species": ["C", "C", "C", "N", "O", "O", "O", "Br", "H", "H", "H", "H"], "xyz": [[1.389638, -1.710338, 0.177229], [0.372411, -1.038097, -0.397704], [-0.773404, -0.480779, 0.250150], [-0.469531, 2.234166, -0.323640], [-0.919420, 3.326546, 0.001104], [-0.348722, 1.801935, -1.414480], [-0.207244, 1.411579, 0.602607], [-1.257088, -0.954692, 2.007322], [2.266605, -1.965824, -0.243147], [1.299130, -1.963331, 1.163742], [0.283653, -0.568702, -1.411866], [-1.636027, -0.092463, -0.411317]], "atomic_forces_ev_per_a": [[-3.59, 1.96, -0.89], [0.62, 0.83, -1.30], [-1.43, 2.30, 0.47], [-1.88, 1.53, 1.13], [0.71, -0.22, -0.30], [0.28, -0.28, -4.03], [0.28, -2.95, 3.13], [0.10, 0.18, -0.65], [2.65, -0.76, -1.94], [-0.34, -0.65, 2.51], [1.13, -1.05, 0.57], [1.47, -0.90, 1.31]], "nbo_charge": [-0.20, -0.34, 0.02, 0.72, -0.41, -0.45, -0.43, 0.17, 0.21, 0.20, 0.26, 0.26], "total_charge": 0, "de_lowest_kcal_mol": 155.41, "e_tot_ev": -80843.89832, "spin_multiplicity": 1}

Entry 6:
{"formula": "C3H4CaO4", "method": "ωB97M-V/def2-TZVPD", "species": ["O", "C", "C", "O", "O", "C", "H", "H", "H", "O", "H", "Ca"], "xyz": [[0.823355, -0.466945, -1.250991], [0.209498, 0.592494, -1.832367], [0.299934, -1.085896, -0.062594], [-0.945949, 0.913683, -1.383894], [0.915923, 1.282769, -2.554669], [0.432697, -0.298418, 1.179003], [0.897897, -1.997159, 0.054788], [-0.740222, -1.392127, -0.250089], [1.319558, -0.194672, 1.798822], [-0.660305, 0.491584, 1.581129], [-0.564505, 0.808278, 2.489256], [-1.987883, 1.346408, 0.231606]], "atomic_forces_ev_per_a": [[0.09, -1.04, 0.55], [3.63, 2.36, -0.92], [-0.16, -0.11, -0.59], [-1.46, -0.41, 0.16], [-1.61, -1.28, 0.43], [0.48, -0.11, 0.25], [-0.13, 0.20, -0.06], [0.09, 0.00, 0.22], [-0.22, -0.05, -0.26], [0.86, -0.46, 1.21], [0.35, -0.27, 0.17], [-1.91, 1.15, -1.17]], "nbo_charge": [-0.50, 0.97, -0.20, -1.02, -0.58, 0.15, 0.26, 0.19, 0.20, -0.85, 0.53, 1.86], "total_charge": 1, "s2": 0.754, "de_lowest_kcal_mol": 0.00, "e_tot_ev": -29797.07360, "spin_multiplicity": 2}